(1)
Here is a structure of composition C22H9F4N4O8Ru at a distorted geometry from the OMol25 dataset. Energies are from wB97M-V/def2-TZVPD.

Last column: Löwdin charge in e.
Atoms and positions in Å:
Ru  -0.561  -2.116  -0.590  1.181
C  1.011  -2.652  3.049  -0.017
C  1.012  -1.592  1.962  -0.490
C  1.361  -0.216  2.498  0.005
O  -0.341  -1.545  1.417  -0.144
C  2.003  -2.006  0.855  -0.617
O  3.176  -2.078  1.189  0.043
O  1.535  -2.262  -0.316  -0.123
H  0.380  -2.340  3.885  0.084
H  2.030  -2.809  3.400  0.089
H  0.626  -3.594  2.657  0.093
H  0.691  0.057  3.319  0.096
H  1.281  0.538  1.712  0.082
H  2.387  -0.220  2.860  0.098
H  -0.787  -0.730  1.671  0.100
O  0.504  -1.567  -6.484  0.147
C  0.151  -1.789  -5.365  -0.183
C  -0.214  -3.260  -4.879  -0.198
O  -0.210  -4.118  -5.716  0.134
C  -0.504  -3.512  -3.384  -0.481
C  -0.518  -1.072  -2.981  -0.398
O  -1.613  -0.223  -2.521  0.043
C  -0.034  -0.619  -4.319  -0.206
O  0.167  0.513  -4.654  0.158
O  -0.571  -4.674  -3.008  0.020
F  -2.090  0.798  0.065  0.103
C  -1.179  1.735  0.350  -0.165
C  -1.487  2.623  1.349  -0.155
F  -2.688  2.478  1.940  0.084
C  -0.626  3.655  1.785  -0.068
C  0.595  3.665  1.071  -0.156
C  0.910  2.772  0.083  -0.164
F  2.110  2.910  -0.502  0.102
C  0.052  1.736  -0.340  -0.070
C  0.410  0.757  -1.303  -0.082
C  -0.423  -0.346  -1.725  -0.298
N  -0.629  -2.431  -2.622  0.021
C  1.732  0.685  -1.847  -0.192
N  2.759  0.546  -2.352  0.182
F  1.515  4.604  1.355  0.087
C  -0.949  4.580  2.817  -0.205
C  -0.033  5.555  3.304  -0.259
N  0.662  6.361  3.754  0.105
C  -2.219  4.615  3.458  -0.260
N  -3.231  4.706  4.009  0.104
C  -2.358  -2.556  -0.387  -0.168
H  -2.776  -2.573  0.629  -0.034
H  -3.018  -2.988  -1.144  -0.029

Net charge: -2
Frontier orbital gap (alpha / beta) (eV): 5.492 / 5.816
E_LUMO (alpha / beta) (eV): 3.208 / 2.897
E_HOMO (alpha / beta) (eV): -2.284 / -2.919
Spin multiplicity: 2

=====

(2)
Here is a structure of composition C23H12Br2F3IN4O4SW at a distorted geometry from the OMol25 dataset. Energies are from wB97M-V/def2-TZVPD.

Last column: Löwdin charge in e.
Atoms and positions in Å:
W  -0.509  -0.379  0.150  1.321
O  1.925  2.299  2.028  0.109
C  1.535  1.358  1.381  -0.554
O  0.423  0.690  1.588  -0.267
C  2.285  0.709  0.262  -0.139
C  3.622  0.829  -0.043  0.028
C  4.209  -0.111  -0.883  -0.027
C  3.461  -1.212  -1.281  0.028
C  2.126  -1.271  -0.942  -0.149
N  1.518  -0.260  -0.283  0.005
C  1.241  -2.469  -0.957  -0.566
O  1.512  -3.528  -1.463  0.113
O  0.137  -2.212  -0.274  -0.303
H  4.196  1.619  0.423  0.130
H  5.254  -0.031  -1.150  0.113
H  3.905  -2.046  -1.807  0.130
F  -4.517  -0.430  3.941  0.135
C  -3.398  -0.562  4.671  -0.595
F  -3.743  -1.210  5.806  0.123
F  -2.998  0.673  5.032  0.133
C  -2.318  -1.312  3.938  -0.107
C  -1.817  -2.489  4.442  0.015
C  -0.823  -3.169  3.738  -0.037
C  -0.379  -2.641  2.553  -0.091
N  -0.861  -1.502  2.049  -0.133
C  -1.819  -0.818  2.712  -0.689
S  -2.344  0.588  1.909  0.676
H  -2.196  -2.884  5.374  0.126
H  -0.414  -4.095  4.111  0.108
H  0.380  -3.135  1.961  0.121
Br  0.166  6.090  -1.969  0.801
C  -0.173  4.330  -1.398  -0.665
C  -0.580  4.072  -0.092  -0.056
C  -0.776  2.768  0.279  -0.128
N  -0.634  1.709  -0.544  -0.020
C  -0.269  1.979  -1.826  -0.178
C  -0.015  3.280  -2.263  -0.045
C  -0.227  0.835  -2.698  -0.182
C  -0.064  0.931  -4.082  -0.039
C  -0.138  -0.205  -4.847  -0.662
Br  0.055  -0.106  -6.718  0.800
C  -0.385  -1.429  -4.235  -0.054
C  -0.546  -1.443  -2.872  -0.168
N  -0.455  -0.353  -2.094  -0.069
H  -0.715  4.866  0.626  0.121
H  -1.044  2.550  1.303  0.057
H  0.315  3.455  -3.276  0.105
H  0.102  1.890  -4.547  0.105
H  -0.468  -2.340  -4.808  0.120
H  -0.778  -2.372  -2.373  0.077
I  -2.964  -1.507  -0.554  0.326

Net charge: 0
Frontier orbital gap (eV): 5.548
E_LUMO (eV): -1.573
E_HOMO (eV): -7.121

=====

Which of these has the highest net charge?
C23H12Br2F3IN4O4SW